[1]
DFT (wB97M-V/def2-TZVPD) results for 4 unconnected molecules or ions with the total composition C16H38I2N2O9S3Si.

For the molecular weight, the calculation gives 780.58 g/mol. Its HOMO energy is -7.45 eV. The SMILES is C=C[Si@@](N)(CCN)/C(I)=C(/C)I.CCOS(C)(=O)=O.CCOS(C)(=O)=O.CCOS(C)(=O)=O. The energy above the lowest of the compared OMol25 structures with the same formula, charge and spin is 0.866 eV.

Each line ends with the Mulliken charge.
Positions of all 71 atoms, in Å:
H 0.0966 -1.6319 -0.0158  0.32
H 1.9474 1.1689 -4.0030  0.30
H 2.7322 4.5714 -7.7971  0.23
C -0.9179 -3.7318 3.7369  0.04
H 0.7828 -4.4881 -5.3329  0.39
C 1.9530 2.4332 -5.7021  -0.47
C -5.2119 0.6578 7.8150  -0.98
C -1.4933 -2.2915 7.8790  -1.01
C 4.3109 6.8972 -3.7013  -1.43
H -2.9900 -4.0490 3.2719  0.38
H 3.0836 -6.3040 4.2103  0.37
H 1.3858 -2.8509 0.2446  0.29
H -0.4311 3.8142 -4.4319  0.32
S -3.0374 -1.7347 7.2441  1.23
C 2.7865 5.0993 -4.6324  -0.12
H -3.3944 1.7075 7.3568  0.28
H 2.8877 -4.6014 4.7115  0.30
O 1.4629 -4.7820 2.3228  -0.57
H 2.7011 2.0589 -6.4044  0.36
I 2.7905 7.6811 -6.2084  0.01
H -3.9024 0.6033 6.0896  0.31
H 2.0209 -3.5518 -4.4897  0.29
S 1.3966 -1.9782 -1.9364  1.17
C 1.3431 1.6448 -4.7695  -0.64
H 1.1244 4.2874 -8.1095  0.24
H -0.6130 -3.3637 2.7561  0.08
O -2.9201 -0.2271 7.7306  -0.28
O 2.7427 -2.3853 -2.1899  -0.63
I 3.3735 3.8847 -2.9716  0.00
H 0.2654 1.5307 -4.8067  0.34
Si 1.5643 4.2771 -5.8243  0.01
C 1.1463 -4.1860 -4.3504  -0.99
H -1.4283 -3.3586 7.6772  0.38
O -4.0904 -2.3821 7.9591  -0.61
H -2.5365 5.5259 -4.1833  0.26
H 5.2981 6.5287 -3.9775  0.32
H -0.8158 4.0355 -6.1141  0.40
H -0.2736 6.2127 -4.0586  0.30
H 4.0578 6.6431 -2.6789  0.43
H 4.3310 7.9795 -3.7827  0.40
C 0.0541 -3.4570 -3.5939  -0.33
H -5.1284 0.7035 8.9005  0.27
S 1.0388 -5.4307 3.5266  1.14
H -0.3642 6.5176 -5.8433  0.30
C 2.4013 -5.5694 4.6315  -0.97
H -0.2176 -2.5231 -4.0883  0.31
H -0.8421 -4.0723 -3.5451  0.27
H 1.7930 -1.1141 0.1874  0.44
O 0.3534 -6.6824 3.4707  -0.62
H -5.7156 -0.2749 7.5642  0.29
H -0.6929 -1.7597 7.3720  0.31
H 2.0345 -5.9056 5.5973  0.33
H 1.4671 -5.0711 -3.8016  0.26
C -3.8425 0.7336 7.1710  -0.33
H -2.3832 -5.0527 4.6042  0.24
O -2.9949 -1.7616 5.8119  -0.61
C -2.1377 -4.6238 3.6330  -1.10
H -1.1552 -2.8654 4.3509  0.20
H -1.4692 -2.1076 8.9495  0.37
C -0.2297 4.4551 -5.2903  -0.50
C 1.1359 -1.8894 -0.2000  -0.97
H -2.5688 5.7629 -5.8217  0.25
H -5.8328 1.4848 7.4705  0.39
O 0.4179 -3.1982 -2.2223  -0.26
N -2.1473 6.0520 -4.9522  -0.63
H -1.9650 -5.4508 2.9448  0.40
N 1.7823 4.7438 -7.4956  -0.51
O 0.8649 -0.8068 -2.5662  -0.58
C 3.3213 6.3221 -4.6763  0.42
C -0.6930 5.8983 -5.0108  -0.59
O 0.1870 -4.4020 4.3881  -0.24

Cartesian forces (eV/Å) of the 6 atoms listed first:
0.0 0.0 0.0
-0.2 -1.6 -0.7
0.0 0.1 -0.3
-0.7 0.2 -0.2
-0.1 0.0 0.0
-1.4 0.3 -0.6


[2]
DFT (wB97M-V/def2-TZVPD) results for 2 unconnected molecules or ions with the total composition C16H39N4O4PSSi2.

For the molecular weight, the calculation gives 470.72 g/mol. Its HOMO energy is -8.26 eV. The SMILES is CP(O)[Si@](N)(CCCCSc1nnco1)[Si](C)(C)C.COCCNCCOC. The energy above the lowest of the compared OMol25 structures with the same formula, charge and spin is 0.000 eV.

Each line ends with the natural charge from an NBO analysis.
Positions of all 67 atoms, in Å:
C -5.9608 3.2915 -0.3514  -0.24
N 1.0212 -6.4140 4.2670  -0.31
H 3.4446 -6.2464 -0.3650  0.22
H -0.4249 1.1652 -1.9132  0.25
H -4.3163 4.4723 -0.3589  0.35
O 2.3736 -4.8529 3.5034  -0.44
H 0.9217 -2.0132 1.0005  0.38
H 5.3149 -1.4239 -1.8912  0.47
H 2.3024 -2.2044 1.8791  0.39
H -3.4871 4.0082 -2.5182  0.20
S 1.6156 -6.6394 1.6314  0.29
N 1.8513 -1.6442 1.1658  -1.28
H -1.5972 2.5114 1.2579  0.19
C 2.5536 0.6891 -3.0915  -1.10
H -6.9850 5.0505 0.3516  0.18
H 4.7952 1.0809 1.0360  0.24
N 1.4051 -5.5999 5.3340  -0.28
H 4.1974 -4.5036 -1.8742  0.22
H -6.1927 6.3479 2.0751  0.17
H 2.9121 -0.2443 -3.5389  0.23
H -0.3299 -0.5590 -2.3044  0.23
O 5.7166 -1.7507 -1.0783  -0.98
H 0.8730 -4.8015 0.3052  0.22
H -3.8898 1.3968 -0.9703  0.16
C -0.0418 0.1963 -1.5688  -1.10
C -5.3125 5.7079 1.9584  -0.25
Si 2.7599 -1.4559 -0.3285  0.99
C -6.6016 4.1060 0.7495  -0.07
H -2.8443 1.6644 -2.3603  0.19
C -4.1500 3.3046 -2.0089  -0.25
H 2.3930 1.5818 0.7314  0.24
N -4.9374 4.0594 -1.0432  -0.63
H 2.8233 2.5953 -0.6496  0.24
H -4.7237 6.0815 1.1130  0.16
P 4.9286 -1.2302 0.3032  0.69
C 3.5682 -4.2070 -1.0287  -0.39
H -0.5376 -0.0045 -0.6136  0.24
C 2.0672 1.9098 -0.2609  -1.10
C 1.6167 -5.9402 3.2234  0.28
O -2.2143 2.5633 -0.6737  -0.55
C 1.8632 -5.1491 0.6055  -0.52
C 5.2368 0.5756 0.1736  -0.96
H 1.6474 -3.3008 -1.5075  0.23
H -6.7336 3.0060 -1.0720  0.19
C -2.5107 2.7210 0.7004  -0.25
H 2.1393 -5.7775 -1.4470  0.20
H -4.8313 2.9046 -2.7675  0.19
Si 1.8141 0.4037 -1.3757  1.18
H 1.7749 1.0787 -3.7574  0.24
H 3.3741 1.4104 -3.0879  0.24
H 4.2632 -3.9587 -0.2205  0.20
H -7.4417 3.5433 1.1653  0.18
H 2.9764 -2.6777 -2.4610  0.23
H -2.8297 3.7384 0.9442  0.16
C 2.7530 -5.4320 -0.6095  -0.41
H -3.2882 2.0236 1.0248  0.17
H 1.1217 2.4435 -0.1305  0.24
C -3.2933 2.1553 -1.4924  -0.08
H 4.8440 1.0270 -0.7410  0.21
H -5.5761 2.3669 0.1024  0.17
H 2.6537 -3.8914 5.3574  0.21
H -4.7097 5.7743 2.8622  0.19
C 2.6998 -2.9902 -1.4458  -0.89
C 2.1773 -4.7110 4.8421  0.28
H 6.3217 0.7094 0.2008  0.24
O -5.6794 4.3536 1.8025  -0.56
H 2.3249 -4.3957 1.2399  0.23

Cartesian forces (eV/Å) of the 6 atoms listed first:
0.1 0.0 0.0
0.1 0.1 -0.2
-0.1 0.1 0.0
0.0 -0.1 0.0
0.0 0.0 0.0
0.1 0.2 0.2


[3]
DFT (wB97M-V/def2-TZVPD) results for a molecular structure, C16H40AgFNO11.

For the molecular weight, the calculation gives 549.36 g/mol. The spin multiplicity is 2. Its HOMO energy (alpha / beta) is -8.81 / -8.47 eV. The expectation value of S² is 0.757.

Each line ends with the natural charge from an NBO analysis.
Positions of all 70 atoms, in Å:
Ag -0.5734 0.0104 -0.6353  0.95
H -3.9375 -2.3994 2.7070  0.18
H 0.2611 -3.6100 2.0631  0.16
F -1.8460 1.0518 1.1008  -0.89
C 0.4307 -2.6812 2.6077  -0.09
C -3.3648 -1.1402 -2.0473  -0.26
H -3.1350 -1.5418 1.3835  0.17
C 1.8001 -3.5208 -1.6545  -0.09
O 3.3743 0.9471 1.1367  -0.28
O 1.0029 5.3790 2.1744  -0.53
C -0.7423 0.8630 -3.7906  -0.08
H 1.2869 -4.4655 -1.8338  0.17
O -1.8932 -2.5369 2.5848  -0.56
O 0.2100 0.9973 -2.7174  -0.59
H 1.6648 -5.2421 0.4803  0.17
H -3.4444 -2.2186 -2.1847  0.19
H -0.6902 6.5292 1.7117  0.17
C -3.1014 -1.7478 2.4533  -0.24
H 1.4088 -1.4819 -2.1775  0.19
H 1.2807 -2.2362 2.0904  0.18
H 1.8440 0.5410 -4.0487  0.18
H -2.5421 1.4025 -2.6114  0.20
H 2.6854 -3.5205 -2.2903  0.18
H 1.6040 6.6026 3.6566  0.15
O 1.6822 -0.1446 0.5648  -0.30
H -1.9583 -3.1622 -0.6536  0.21
C -0.6427 3.7446 -1.0568  -0.25
H 0.5889 -2.6028 -3.2032  0.17
H -0.7456 -1.4992 1.2163  0.14
H -4.2058 -0.7064 -2.5882  0.18
C 1.0607 5.6652 3.5375  -0.23
C 0.8274 -2.4037 -2.1584  -0.08
C 2.3957 -4.4341 0.5084  -0.25
H -3.0420 -0.8871 3.1195  0.20
H -0.7486 1.8626 -4.2252  0.19
H -2.8635 0.4789 -3.9791  0.18
H 1.6260 4.8955 4.0630  0.19
H 2.6474 -2.5977 3.8686  0.16
H -1.1713 2.7937 -0.9902  0.20
H -0.6739 -0.9132 2.8706  0.19
H 0.8824 7.2583 1.2536  0.17
C -2.1296 0.5678 -3.1782  -0.09
H 2.0639 -3.3290 5.3590  0.19
H 0.0699 5.8148 3.9665  0.17
O -2.1077 -0.6717 -2.4943  -0.57
C -1.1983 -3.4848 -1.3652  -0.26
H 2.5435 -4.1691 1.5554  0.20
O 1.4937 1.9402 0.9676  -0.23
H 2.3609 1.1219 -2.4849  0.21
C 0.3204 6.3299 1.3555  -0.08
O 0.5943 -2.8780 4.0037  -0.52
H 2.0929 -4.2703 3.9584  0.15
H 1.6042 2.1885 -3.6329  0.18
H -0.3479 6.3627 -0.6686  0.16
H 1.1197 5.4453 -0.3667  0.17
C 0.1308 5.6761 0.0296  -0.07
H -0.5473 0.1326 -4.5758  0.19
H 0.3477 3.5506 -1.4686  0.16
H -3.3860 -0.9539 -0.9735  0.21
C -0.7445 -1.8134 2.2601  -0.05
N 2.1808 0.9231 0.8773  0.69
H -1.5355 -3.7611 -2.3643  0.18
H -0.7242 -4.3300 -0.8662  0.18
O -0.4040 -2.3025 -1.4080  -0.58
H -1.2485 4.2042 -1.8377  0.15
C 1.5549 1.1825 -3.2162  -0.26
H 3.3346 -4.7949 0.0884  0.17
O 2.0985 -3.2457 -0.2699  -0.55
O -0.6627 4.4877 0.1562  -0.52
C 1.8829 -3.2524 4.2869  -0.24

Cartesian forces (eV/Å) of the 6 atoms listed first:
-0.6 0.7 1.5
0.1 0.0 0.2
0.1 -0.6 0.3
0.8 -0.8 -1.3
-0.4 0.0 -1.1
-0.1 -0.2 0.5